Entry 1:
This record from OMol25 describes C5H8O2 as an isolated structure. The level of theory is ωB97M-V/def2-TZVPD.

Its net charge is 0. Its HOMO energy (alpha / beta) is -8.0 / -7.6 eV. The relative energy (zero: lowest compared OMol25 entry of this formula, charge and spin) comes out at 125.4 kcal per mole. The orbital gap (alpha / beta) is 8.747 / 8.010 eV.

```
15
Properties=species:S:1:pos:R:3:forces:R:3:mulliken_charge:R:1
O 1.53328 -0.83140 1.22328 0.23 -0.12 -0.08 -0.4839
C 1.42468 0.26021 0.41567 0.03 0.24 -0.25 0.1568
C 2.22747 0.57032 -0.59944 -0.08 -0.02 0.14 -0.8728
C -1.81959 0.86329 0.43004 -0.41 -0.10 -0.03 -0.3682
C -1.67270 -0.65072 0.37777 0.06 -0.26 0.25 -0.2385
C -1.32292 -0.37731 -1.03474 0.23 -0.74 -0.26 -0.1968
O -1.55791 0.91695 -0.93881 -0.02 0.95 -0.15 -0.2139
H 2.30283 -1.34806 0.94608 -0.11 0.05 0.09 0.2820
H 0.55925 0.86191 0.70188 0.21 -0.07 -0.07 0.4615
H 2.03547 1.46326 -1.18276 0.01 -0.12 0.11 0.2724
H 3.08769 -0.03825 -0.87222 -0.13 0.05 0.07 0.2106
H -2.73521 1.38821 0.70837 0.20 0.00 0.09 0.2097
H -0.88990 -1.15072 0.95695 -0.18 0.10 -0.02 0.1555
H -2.64018 -1.14118 0.52993 0.12 0.03 -0.01 0.2645
H -0.58729 -0.74396 -1.74404 -0.13 0.00 0.12 0.3612
```
Forces are in eV/Å.

=====

Entry 2:
This record from OMol25 describes C14H27Cl2InN2O2P2 as an isolated structure. The level of theory is ωB97M-V/def2-TZVPD.

Its net charge is +2. Its HOMO energy (alpha / beta) is -14.4 / -14.4 eV. The orbital gap (alpha / beta) is 3.266 / 3.241 eV.

```
50
Properties=species:S:1:pos:R:3:forces:R:3:mulliken_charge:R:1
C -4.52156 0.75806 -2.93796 0.12 -1.08 -1.62 -0.9354
C -3.55391 0.92136 -1.86900 -1.44 5.02 5.90 0.6738
H -5.47840 1.32618 -2.89071 0.83 0.19 0.97 0.3946
H -4.78620 -0.30015 -2.97002 0.10 -0.21 -0.32 0.3256
H -4.03065 1.04377 -3.87713 0.02 -0.32 -0.06 0.3386
O -3.40149 1.53466 -0.86798 0.26 -3.49 -4.77 -0.1185
Cl -1.14931 -1.92124 -4.41999 -1.08 0.84 0.23 -0.2471
In -1.17111 -0.75512 -2.37944 3.10 -1.12 1.20 0.5720
P -1.80239 -1.60775 0.30831 -0.53 -1.89 0.91 0.8610
C -2.03222 -1.09399 2.05992 0.26 1.32 -0.08 -1.2456
C -3.47109 -2.29630 0.02661 -0.25 0.20 -0.46 -1.2937
H -3.63827 -3.14615 0.70094 -0.03 0.28 -0.18 0.4729
H -1.55781 -3.93444 1.03259 0.05 0.38 -0.12 0.4823
H -3.55874 -2.63339 -1.01100 -0.11 -0.15 0.14 0.3638
H -0.45390 -3.50899 -0.33304 -0.08 -0.19 0.30 0.3668
H -2.64578 -0.18741 2.10007 0.04 -0.12 0.16 0.3805
H -4.22917 -1.52804 0.21254 -0.01 -0.13 0.00 0.3563
C -0.88798 -3.17068 0.61448 0.72 0.22 -0.71 -1.1936
H -2.53525 -1.88273 2.63861 0.09 -0.03 -0.56 0.4281
H -0.05925 -2.97856 1.30602 -0.16 0.03 -0.19 0.3158
H -1.07230 -0.87437 2.53784 -0.19 -0.10 -0.20 0.3446
P 0.35117 1.58627 -1.87820 1.49 1.25 -1.03 0.9744
C 0.74725 2.91057 -0.65950 -0.82 -0.32 0.99 -1.2011
C 2.06704 1.22076 -2.42976 -0.11 -1.00 0.12 -1.2513
H -0.68325 2.03992 -4.01857 0.12 0.22 -0.16 0.3595
H 0.70133 3.12986 -3.73365 -0.31 -0.08 0.18 0.4522
H -0.86392 3.42560 -2.91643 0.07 -0.09 -0.11 0.3660
C -0.17221 2.65310 -3.27016 -0.58 -0.13 -0.23 -1.3114
H 2.06474 0.24792 -2.93070 0.27 0.20 -0.06 0.3673
H 2.42884 2.00364 -3.10893 -0.26 -0.15 0.26 0.4819
H 1.39944 3.67951 -1.09955 -0.23 -0.45 -0.33 0.4154
H 1.25169 2.49631 0.21802 -0.08 0.00 -0.21 0.2962
H 2.73055 1.14691 -1.56092 -0.20 -0.03 -0.13 0.3241
H -0.17500 3.39407 -0.31977 0.16 0.02 -0.01 0.3967
Cl 0.97979 -2.08600 -2.05399 -1.21 0.62 -0.15 -0.4070
N 4.13450 0.44078 4.85489 -0.21 -0.48 -0.63 -0.3295
C 4.33148 -0.23703 3.67629 1.60 -0.25 0.59 0.1612
O 5.38440 -0.80629 3.37911 -1.65 0.89 0.47 -0.5809
C 3.19821 -0.20230 2.71351 -1.15 -0.01 -1.16 0.9570
C 2.00896 0.52474 2.89696 -0.41 -0.13 -0.50 -0.7820
C 0.99820 0.48943 1.91961 0.61 -0.10 0.27 -1.1731
N 1.12588 -0.20967 0.78628 -0.17 -0.04 -0.06 0.4586
C 2.26020 -0.90124 0.59369 0.16 -0.04 0.04 -0.1647
C 3.30562 -0.92353 1.51629 -0.27 0.12 -0.01 -0.7603
H 4.87338 0.32405 5.52751 -0.02 0.11 0.22 0.2703
H 3.20429 0.69654 5.18199 0.72 -0.20 -0.13 0.1685
H 1.81544 1.13594 3.76568 0.12 0.01 0.10 0.2729
H 0.04964 1.03925 2.04568 0.65 -0.19 0.06 0.7878
H 2.33519 -1.47367 -0.34414 -0.02 0.47 0.75 0.2900
H 4.18390 -1.51015 1.26710 0.02 0.16 0.32 0.5186
```
Forces are in eV/Å.

=====

Entry 3:
This record from OMol25 describes a 5-piece molecular cluster, C15H40FNO13PS5 overall. The level of theory is ωB97M-V/def2-TZVPD.

Its net charge is +1. Its HOMO energy is -11.9 eV. The orbital gap is 7.179 eV.

```
76
Properties=species:S:1:pos:R:3:forces:R:3:mulliken_charge:R:1
C 0.88966 2.65944 2.86115 0.14 0.04 -0.70 -0.8444
C 1.06072 2.55853 1.50905 0.18 -0.16 0.44 -0.2268
C 1.49782 1.21166 0.99652 0.61 1.57 0.05 -0.5140
S 0.24355 0.01427 1.59446 0.07 1.06 -0.35 0.3160
F -0.75860 -0.28487 0.39012 0.52 -0.14 -0.15 0.0515
P 1.32242 -1.88381 2.15621 -0.26 -2.07 2.01 0.4199
N 1.36966 -2.74692 0.69162 0.00 0.83 0.15 -0.5305
O 2.83286 -1.48065 2.61082 -0.61 0.65 -1.57 -0.4286
H -0.10215 2.84598 3.25631 0.46 1.90 0.44 0.2854
H 1.76488 2.50470 3.49076 -0.56 -1.67 0.50 0.4061
H 0.88443 3.38191 0.82839 -1.62 -0.52 -0.40 0.3832
H 1.57596 1.19408 -0.08832 0.23 -0.51 -0.05 0.4865
H 2.42559 0.95191 1.52089 0.06 -0.57 -0.24 0.3201
H 1.36112 -3.74609 0.88998 0.27 0.00 0.09 0.3384
H 0.47184 -2.57212 0.23592 0.21 0.05 -0.35 0.2383
H 2.82480 -0.65125 3.12230 0.37 -0.42 0.40 0.3216
O -3.42147 0.77181 5.14426 0.29 -0.10 -0.12 -0.6487
S -4.25822 -0.20392 4.51201 -0.70 0.06 0.01 1.2175
O -3.68037 -1.35196 3.87902 0.30 0.04 0.06 -0.6069
O -5.20502 0.53838 3.46607 0.01 -0.08 0.28 -0.2428
C -4.56524 1.38957 2.50052 0.27 0.30 -0.56 -0.6504
C -3.92037 0.58941 1.38794 0.24 -0.12 -0.02 -0.5028
C -5.51542 -0.72465 5.62634 -0.05 0.01 0.01 -0.9693
H -3.84044 2.03986 2.99397 -0.04 -0.10 0.15 0.3265
H -5.34384 2.03000 2.09185 -0.18 -0.12 0.18 0.3141
H -3.07849 0.00954 1.76902 -0.03 -0.01 0.01 0.0504
H -3.55253 1.25308 0.60272 -0.09 0.05 0.00 0.3880
H -4.63019 -0.11411 0.95268 -0.05 0.06 -0.02 0.2908
H -5.97857 0.15411 6.06608 0.02 0.02 -0.02 0.3298
H -5.03892 -1.32808 6.39569 0.07 0.01 -0.03 0.3788
H -6.24270 -1.31847 5.07923 0.02 0.00 -0.03 0.3246
O -4.09879 0.21054 -3.52639 -0.15 0.22 0.11 -0.6831
S -2.81155 0.44936 -2.95717 0.50 -0.27 -0.33 1.2383
O -2.58263 1.56491 -2.08732 -0.19 0.04 0.13 -0.6016
O -1.72426 0.45670 -4.11250 -0.08 -0.17 0.21 -0.1858
C -1.93083 1.33603 -5.24340 0.05 0.61 -0.63 -0.1522
C -1.58700 2.77520 -4.91566 -0.12 0.01 0.35 -1.1450
C -2.24707 -1.00883 -2.14700 -0.01 -0.16 0.02 -0.8697
H -2.95343 1.24918 -5.61313 -0.05 -0.14 0.21 0.3765
H -1.27243 0.97249 -6.03068 0.05 -0.26 0.18 0.0977
H -2.28913 3.19486 -4.19534 -0.02 0.01 -0.04 0.3083
H -1.62049 3.38556 -5.81739 0.03 -0.08 -0.05 0.4095
H -0.59144 2.84123 -4.47618 0.05 -0.01 -0.11 0.2634
H -2.37061 -1.85998 -2.81073 -0.01 0.03 -0.03 0.4101
H -2.85230 -1.13796 -1.25135 -0.06 0.06 -0.03 0.3237
H -1.20366 -0.87079 -1.88127 0.02 0.00 -0.09 0.1775
O 4.30016 -0.86764 6.15337 -0.01 0.13 -0.48 -0.6724
S 3.79240 0.32543 6.76229 -0.08 0.09 0.97 1.2644
O 3.36341 1.43337 5.95506 0.02 -0.24 -0.41 -0.5951
O 4.82794 0.83604 7.84741 -0.21 -0.09 -0.11 -0.2875
C 6.20074 1.03671 7.44276 0.71 0.25 -0.24 -0.3497
C 6.38866 2.32549 6.66750 -0.29 0.01 -0.15 -0.9668
C 2.49751 -0.09889 7.87683 -0.01 0.02 0.06 -0.9483
H 6.55464 0.17522 6.87472 -0.20 -0.07 0.01 0.3273
H 6.77856 1.07475 8.36351 -0.25 -0.08 0.15 0.2795
H 5.89219 2.27893 5.69848 0.03 -0.01 -0.01 0.2743
H 7.44854 2.51215 6.49719 0.02 -0.05 0.08 0.3907
H 5.96126 3.16716 7.21199 0.08 0.00 0.05 0.2698
H 2.83811 -0.90941 8.51480 0.03 0.00 -0.01 0.3313
H 1.64416 -0.41739 7.28198 0.03 0.01 -0.05 0.3586
H 2.23958 0.77886 8.46338 0.01 0.01 -0.02 0.3302
O -0.38771 -0.55974 -8.22394 0.25 0.19 0.20 -0.6527
S -0.07318 -1.89476 -7.81151 -0.38 -0.65 -0.32 1.2719
O 0.83903 -2.14024 -6.73689 0.06 0.32 0.09 -0.6307
O 0.37373 -2.73842 -9.08223 -0.15 0.08 0.14 -0.2651
C 1.43787 -2.21474 -9.90434 0.64 0.19 -0.35 -0.3462
C 2.80350 -2.43290 -9.28347 -0.06 0.04 0.30 -0.9812
C -1.57037 -2.76612 -7.49291 -0.05 -0.05 -0.03 -0.8887
H 1.26282 -1.15936 -10.11861 -0.15 -0.01 0.14 0.3245
H 1.37432 -2.75029 -10.84937 -0.25 -0.12 0.10 0.2800
H 2.92568 -1.83570 -8.38033 0.01 0.02 -0.02 0.2890
H 3.58719 -2.15051 -9.98622 -0.06 -0.02 -0.07 0.3895
H 2.93521 -3.47782 -9.00305 0.02 -0.02 -0.09 0.2632
H -2.24745 -2.61714 -8.32926 0.01 0.01 -0.01 0.3162
H -1.99828 -2.35537 -6.58069 0.05 0.06 0.00 0.2965
H -1.33986 -3.81967 -7.35948 0.03 0.01 0.00 0.3376
```
Forces are in eV/Å.

=====

Entry 4:
This record from OMol25 describes a 10-piece molecular cluster, H20O10 overall. The level of theory is ωB97M-V/def2-TZVPD.

Its net charge is 0. Its SMILES is O.O.O.O.O.O.O.O.O.O. Its HOMO energy is -9.7 eV. The relative energy (zero: lowest compared OMol25 entry of this formula, charge and spin) comes out at 136.2 kcal per mole. The orbital gap is 9.290 eV.

```
30
Properties=species:S:1:pos:R:3:forces:R:3:mulliken_charge:R:1
O -0.44001 0.02327 -0.13509 0.42 0.12 0.14 -0.5894
H -0.14441 0.47051 0.66591 -0.14 0.01 -0.03 0.2976
H -0.47427 0.72407 -0.79593 -0.21 -0.11 0.06 0.2814
O -4.43938 -1.76890 2.07290 0.15 0.03 0.08 -0.6289
H -3.84506 -1.09073 2.41327 -0.07 -0.06 -0.05 0.3109
H -3.85748 -2.50958 1.86854 -0.08 0.06 -0.06 0.3172
O 1.75043 -1.54222 3.31339 -0.15 0.11 -0.11 -0.6134
H 1.80461 -0.75486 3.86666 0.12 -0.04 -0.03 0.3230
H 1.29958 -1.23889 2.51733 0.02 -0.11 0.09 0.2823
O 2.13480 1.07035 -3.38798 -0.19 0.03 0.16 -0.6134
H 1.91184 1.79669 -2.79493 0.10 -0.03 -0.12 0.2989
H 1.82043 0.28521 -2.92569 0.10 -0.02 -0.02 0.3190
O 3.92809 -1.57223 -1.19753 -0.19 -0.07 0.00 -0.6186
H 3.67711 -1.98564 -2.03126 0.07 0.06 0.03 0.3097
H 3.43100 -2.06300 -0.53343 0.07 0.04 -0.02 0.3114
O 2.93459 1.35361 2.05959 -0.22 0.11 -0.13 -0.5903
H 3.40803 2.05472 1.59777 0.05 -0.08 0.08 0.3009
H 2.47580 0.87859 1.35755 0.20 -0.06 0.00 0.2955
O -0.04479 5.63132 0.72535 0.16 -0.06 0.10 -0.6321
H 0.36782 6.33737 1.23550 -0.08 -0.01 -0.07 0.3264
H 0.43010 4.83767 0.99662 -0.08 0.07 -0.02 0.3062
O -2.88642 -0.20550 -2.04345 3.52 -3.42 -3.51 -0.5024
H -2.42180 0.56042 -2.39911 0.00 -0.16 -0.04 0.2751
H -2.32711 -0.95224 -2.28538 0.42 -0.28 -0.49 0.2287
O -3.96655 0.81794 -0.93203 -3.40 3.42 3.52 -0.5000
H -4.12630 1.70643 -1.26975 -0.33 0.22 0.15 0.2773
H -4.49887 0.77276 -0.12980 -0.27 0.23 0.26 0.2260
O 0.43023 -4.28232 -0.72959 0.21 -0.07 0.02 -0.6331
H 0.69572 -5.09948 -1.16635 -0.08 0.06 0.00 0.3190
H 0.97230 -4.25532 0.06692 -0.11 0.00 -0.01 0.3152
```
Forces are in eV/Å.

=====

Entry 5:
This record from OMol25 describes a 2-piece molecular cluster, C2HNOS2 overall. The level of theory is ωB97M-V/def2-TZVPD.

Its net charge is 0. Its SMILES is C#[N+][S-].O=C=S. Its HOMO energy is -8.6 eV. The relative energy (zero: lowest compared OMol25 entry of this formula, charge and spin) comes out at 22.3 kcal per mole. The orbital gap is 8.882 eV.

```
7
Properties=species:S:1:pos:R:3:forces:R:3:mulliken_charge:R:1
C 1.66956 -0.03346 -1.14223 0.75 0.55 3.95 -0.0626
N 1.93096 0.08594 0.02642 -1.39 -1.07 -7.48 -0.0866
S 2.34233 0.19332 1.47248 0.73 0.51 3.57 -0.1612
H 1.78605 -0.56748 -2.06880 -0.03 0.81 0.33 0.3172
O 2.48046 -2.12748 -3.00062 -0.82 -0.51 0.06 -0.3725
C 1.44240 -2.54024 -2.66689 0.88 -0.24 -0.45 0.5971
S 0.06256 -3.06913 -2.20196 -0.12 -0.05 0.02 -0.2314
```
Forces are in eV/Å.

=====

Entry 6:
This record from OMol25 describes a single C6H11NOS molecule. The level of theory is ωB97M-V/def2-TZVPD.

Its net charge is 0. Its spin multiplicity is 3. Its HOMO energy (alpha / beta) is -3.8 / -9.3 eV. The relative energy (zero: lowest compared OMol25 entry of this formula, charge and spin) comes out at 71.4 kcal per mole. The orbital gap (alpha / beta) is 4.413 / 8.185 eV.

```
20
Properties=species:S:1:pos:R:3:forces:R:3:mulliken_charge:R:1
C -1.22746 1.16407 -2.20266 1.01 4.49 -0.06 -0.6398
C 1.45165 -0.85818 -0.90581 -0.59 -0.18 -0.48 0.8443
C -2.18944 1.10135 1.23913 -1.12 -1.49 1.39 -0.5858
C -1.39439 -0.11882 1.68704 1.90 0.78 0.52 -0.3645
C -1.01258 0.67901 0.45201 -0.65 -0.25 -0.11 -0.3943
C 2.46435 -1.77452 -0.30926 1.29 2.19 -0.54 -1.0292
N 0.23007 -1.13792 -0.76891 1.47 -1.47 1.32 -0.5410
O 1.89591 0.33184 -1.40838 -2.08 0.69 0.05 -0.4752
S -1.18512 -0.09013 -1.16269 -2.35 -4.37 1.75 -0.1309
H -1.34172 0.79869 -3.17434 0.06 0.23 -1.52 0.3466
H -0.61274 2.01916 -1.86204 -0.92 0.02 -0.95 0.3513
H 2.81441 0.44105 -1.54662 1.51 -0.39 0.06 0.3160
H -3.19605 0.74962 1.01567 0.09 0.80 -0.62 0.2837
H -2.08897 1.87508 2.00357 -0.18 0.19 -0.79 0.2624
H -0.79515 0.04809 2.63001 -0.47 -0.41 -1.38 0.2087
H -1.66578 -1.14905 1.49687 -0.49 0.18 0.04 0.2197
H -0.20657 1.32667 0.42311 1.79 1.24 0.52 0.4674
H 2.24067 -1.65679 0.75663 1.19 0.08 0.08 0.2006
H 3.47279 -1.48065 -0.75304 -0.84 -0.40 1.42 0.3282
H 2.32801 -2.77913 -0.51319 -0.62 -1.94 -0.71 0.3319
```
Forces are in eV/Å.